Record 1
C46H40As2CoF3NO2P | ωB97M-V with the def2-TZVPD basis set

Last column: Löwdin spin population.
Element x y z (Å)
Co -0.00798 1.84257 0.74669  2.609
C 1.89704 -2.72270 0.28233  0.093
C 1.56642 -1.58049 1.18801  0.022
As 1.65689 0.17610 0.16654  0.050
C 1.93599 1.61746 1.56337  -0.009
C 2.61902 2.81274 1.30628  0.020
C 2.89184 3.74170 2.34007  0.001
C 2.59897 3.46151 3.64446  0.022
C 2.02918 2.23735 3.93825  -0.001
C 1.74572 1.33141 2.91360  0.017
C 3.60742 0.21285 -0.26657  0.020
C 4.55300 0.04590 0.76739  0.003
C 5.88650 -0.24759 0.45662  0.001
C 6.28860 -0.22031 -0.83642  0.000
C 5.39758 0.07136 -1.89035  0.000
C 4.05789 0.26001 -1.60116  0.002
As 0.39149 -4.00387 0.21197  0.367
C 1.52105 -5.63710 0.42483  0.123
C 2.36935 -5.80329 1.52281  0.042
C 3.09360 -7.01091 1.62332  0.024
C 3.06100 -7.93457 0.56066  0.121
C 2.14841 -7.81126 -0.47383  0.004
C 1.34555 -6.70710 -0.45777  0.086
C 0.06198 -3.86382 -1.72292  0.062
C -1.17742 -3.28002 -2.06393  0.014
C -1.73895 -3.37849 -3.34136  0.000
C -1.00749 -4.00149 -4.32073  0.009
C 0.25585 -4.50862 -4.05128  0.004
C 0.79650 -4.45688 -2.75304  0.015
H 2.72872 -3.28562 0.68452  0.003
H 2.09987 -2.33156 -0.73344  0.008
H 2.27171 -1.49497 2.06802  0.001
H 0.57885 -1.54908 1.60435  0.005
H 3.01519 3.08914 0.30191  0.001
H 3.52764 4.60260 2.09924  0.000
H 2.84331 4.25717 4.31211  0.001
H 1.69551 1.98817 4.89071  -0.001
H 1.17296 0.47263 3.23016  0.001
H 4.21185 -0.16463 1.76898  0.000
H 6.59481 -0.61359 1.13575  0.000
H 7.37694 -0.38240 -1.01883  0.000
H 5.71178 0.11811 -2.91572  0.000
H 3.40178 0.66529 -2.34947  0.001
H 2.51881 -5.04269 2.28547  0.000
H 3.69016 -7.18852 2.55741  0.000
H 3.86489 -8.69248 0.55136  0.005
H 1.99671 -8.61074 -1.20196  -0.002
H 0.48031 -6.64930 -1.15297  0.002
H -1.67628 -2.75268 -1.26861  0.004
H -2.65713 -2.88303 -3.61226  0.000
H -1.43501 -4.26247 -5.30710  0.000
H 0.84836 -5.02240 -4.79917  0.001
H 1.81419 -4.81238 -2.61501  0.000
N 0.36423 3.26427 -0.78181  0.053
C -0.57217 4.47019 -0.73663  0.004
C -0.10609 5.74366 -1.08127  0.002
C -1.02227 6.78113 -1.27656  0.003
C -2.37747 6.51430 -0.93351  0.002
C -2.82356 5.29345 -0.54883  0.003
C -1.94295 4.23183 -0.45238  0.007
P -2.19012 2.49866 0.02178  0.055
C -2.55937 1.73493 -1.53823  0.001
C -3.29656 0.54075 -1.38484  0.004
C -3.55672 -0.21438 -2.52350  0.000
C -3.35211 0.30794 -3.76654  0.005
C -2.59231 1.49282 -3.90627  -0.001
C -2.22374 2.24736 -2.81906  0.004
C -3.68641 2.51194 1.07984  0.013
C -3.59083 2.78487 2.44277  0.003
C -4.67588 2.67751 3.26813  0.000
C -5.92876 2.46798 2.71763  0.001
C -6.04351 2.23193 1.33600  0.001
C -4.92507 2.35323 0.51592  0.004
H 0.35448 2.73154 -1.62906  0.001
H 1.35232 3.48212 -0.52210  0.002
H 0.90928 5.89299 -1.29897  0.000
H -0.59464 7.73100 -1.59676  0.000
H -3.11105 7.37741 -1.02173  0.000
H -3.85990 5.14012 -0.27950  0.000
H -3.63664 0.24550 -0.40669  0.000
H -3.92239 -1.25514 -2.40977  0.000
H -3.83819 -0.06521 -4.67504  0.000
H -2.46072 1.81738 -4.92770  0.000
H -1.78903 3.30041 -2.94276  0.000
H -2.62917 3.09437 2.80682  0.001
H -4.48694 2.80054 4.34156  0.000
H -6.82299 2.36556 3.33090  0.000
H -6.98274 2.00555 0.83521  0.000
H -5.02501 2.33509 -0.59063  0.000
F -0.89496 -1.32914 3.99010  0.001
C -1.96484 -0.64061 3.52445  0.003
F -3.02547 -1.39450 3.69985  0.001
F -2.10948 0.48394 4.34924  0.001
C -1.74691 -0.14679 2.10290  0.007
O -2.54533 -0.44860 1.22130  0.004
O -0.58896 0.44506 2.07239  0.066

Force components x, y, z for each atom (eV/Å):
Co -1.8 0.3 0.2
C -0.2 0.5 0.2
C 1.2 2.3 1.4
As 2.1 -0.3 0.3
C 1.3 -0.5 0.8
C 0.6 1.3 -0.3
C 1.0 -0.7 -2.2
C -0.2 0.0 -0.2
C 0.1 0.2 -1.6
C -0.7 0.3 1.1
C 0.4 -0.2 0.1
C -0.6 -1.5 -0.6
C -1.7 0.4 -0.2
C 1.3 0.3 -2.2
C 0.3 -0.2 0.9
C -0.1 0.7 0.9
As 2.5 -1.2 -1.8
C -1.1 0.9 0.1
C 0.8 -1.3 0.5
C -0.1 1.3 0.7
C 1.4 -0.2 0.6
C 0.0 -0.4 0.1
C -2.1 0.2 -1.3
C -1.5 -0.3 -0.3
C 0.1 -0.2 0.2
C 0.7 0.8 0.6
C 0.1 -1.4 -1.2
C 0.6 -0.1 1.1
C 0.2 0.1 -0.5
H 0.3 0.0 -0.3
H -0.1 -0.9 0.3
H -0.7 -0.1 -1.0
H -0.5 -0.2 0.1
H -0.4 -0.5 0.7
H -0.6 -0.2 0.0
H -0.1 0.0 1.0
H -0.2 -0.4 1.7
H 0.3 -0.2 -0.2
H -0.1 0.4 0.3
H 0.6 0.0 1.4
H -1.1 0.0 -0.2
H 0.3 0.1 -0.2
H -0.4 -0.5 -0.5
H -0.2 -0.1 -0.1
H -0.4 0.2 -1.3
H -0.9 0.0 0.1
H 0.2 0.4 0.1
H 0.8 -0.1 0.3
H -0.6 0.1 0.0
H -0.3 -0.1 0.3
H 0.2 0.7 0.6
H -0.2 0.2 -0.1
H -0.2 -0.2 0.2
N 0.4 1.6 1.7
C 0.2 -0.7 -0.5
C -1.6 -0.6 -0.3
C -0.2 -1.2 1.2
C 0.2 3.5 -1.3
C -0.5 -1.0 0.6
C 2.6 -0.5 -0.1
P -0.9 1.3 0.8
C -1.2 -0.6 -0.3
C 1.2 0.4 -1.1
C -0.8 -1.4 0.9
C 0.8 1.2 -1.0
C -1.3 -0.5 -0.7
C 0.5 0.9 0.9
C 0.6 0.7 -0.4
C 1.0 -0.5 -0.9
C -0.1 0.7 0.9
C -0.6 -1.2 -0.7
C 0.0 0.7 0.1
C -0.8 -0.4 -1.0
H -0.2 0.1 -0.8
H -1.2 0.3 -0.7
H 1.3 0.2 -0.3
H -0.7 -0.1 0.1
H 1.0 -1.3 0.1
H -0.1 0.1 0.0
H 0.2 -0.3 -0.1
H -0.4 1.0 -0.1
H 0.6 -0.5 0.4
H 0.2 0.4 0.0
H -0.4 -1.8 0.2
H 0.4 -0.2 0.5
H -0.5 0.1 -0.4
H 0.3 0.1 0.0
H 0.0 0.2 0.5
H -0.1 -0.4 0.9
F -0.2 0.3 -0.3
C -0.3 1.1 2.1
F -0.2 -0.1 -0.2
F 0.2 -1.3 -0.9
C 0.4 -0.8 -0.6
O 1.3 0.7 0.9
O -1.4 0.1 -1.1

- E (Ha) = -8476.74558
- 2S+1 = 5
- total charge = +2
- HOMO level (spin up / spin down) (eV) = -12.790 / -13.215
- E_LUMO (spin up / spin down) (eV) = -4.51 / -9.20
- relative energy (zero: lowest compared OMol25 entry of this formula, charge and spin) (eV) = 1.7415
- F_max (eV Å⁻¹) = 3.691
- M (g mol⁻¹) = 935.58
- ⟨S²⟩ = 6.032


Record 2
C46H40ClN2O5SiV | ωB97M-V with the def2-TZVPD basis set

Last column: Löwdin spin population.
Element x y z (Å)
V 0.69587 -0.23932 -0.13784  0.866
Cl 3.88426 5.94303 -2.14570  -0.001
C 3.04236 4.64044 -1.30977  -0.001
C 2.01034 4.95160 -0.42519  0.014
C 1.32068 3.92474 0.18469  -0.003
C 1.59384 2.57870 -0.07974  0.013
O 0.84016 1.63664 0.48719  0.019
C 2.69499 2.27235 -0.94205  0.004
C 3.16692 0.94076 -1.16342  0.040
N 2.52571 -0.18025 -0.74404  0.019
C 3.12897 -1.43080 -0.81153  0.007
C 4.47039 -1.70290 -0.93519  0.006
C 4.93354 -3.04391 -0.93914  0.000
C 4.07970 -4.10566 -0.85701  0.006
C 2.68140 -3.86325 -0.75050  -0.001
C 1.69935 -4.87320 -0.67698  -0.020
C 0.38312 -4.53545 -0.57838  0.000
C 0.01571 -3.18018 -0.51592  -0.019
N 0.90403 -2.21362 -0.55784  0.006
C 2.22474 -2.53990 -0.70442  0.003
C 3.39146 3.34010 -1.55085  0.011
H 1.74870 5.98568 -0.23593  0.001
H 0.50863 4.14328 0.87020  0.000
H 4.10256 0.82873 -1.69951  0.003
H 5.18262 -0.89026 -0.99474  0.001
H 6.00109 -3.22594 -1.00816  0.000
H 4.45022 -5.12747 -0.86191  0.001
H 2.00584 -5.91601 -0.68812  -0.001
H -0.38729 -5.29331 -0.53853  0.001
H -1.01754 -2.87692 -0.40693  -0.001
H 4.20868 3.11838 -2.22891  0.000
O 1.30708 -0.16371 2.81560  0.001
C 0.34836 -1.07180 3.33915  0.000
C -0.69273 -1.48842 2.21775  0.006
O -1.52051 -2.34818 2.42502  0.008
O -0.62039 -0.73432 1.14007  0.011
C -0.37486 -0.40660 4.50913  0.000
C 0.33017 -0.22257 5.69799  0.000
C -0.25309 0.41589 6.78300  0.000
C -1.56159 0.88311 6.69268  0.000
C -2.27178 0.70635 5.50945  0.000
C -1.68034 0.06715 4.42146  0.000
C 1.11203 -2.33477 3.75212  0.000
C 2.34962 -2.61084 3.18287  0.000
C 3.01057 -3.80636 3.46413  0.000
C 2.42976 -4.74156 4.30887  0.000
C 1.18768 -4.46920 4.88040  0.000
C 0.53580 -3.27356 4.60611  0.000
H 0.86358 0.57431 2.37250  0.000
H 1.35166 -0.59333 5.76933  0.000
H 0.31169 0.54970 7.69944  0.000
H -2.02300 1.38467 7.53857  0.000
H -3.29278 1.06407 5.42841  0.000
H -2.25615 -0.06858 3.50757  0.000
H 2.80279 -1.88184 2.52664  0.000
H 3.97888 -4.00306 3.01007  0.000
H 2.93818 -5.67514 4.52371  0.000
H 0.72217 -5.19507 5.53749  0.000
H -0.43981 -3.07485 5.03598  0.000
C -2.78315 1.75442 0.37407  0.000
C -3.09042 0.99670 -0.93789  0.000
C -4.34426 1.61197 -1.59098  0.000
C -3.43072 -0.47390 -0.62553  0.000
Si -1.61115 1.02278 -2.10425  -0.001
O -0.29238 0.16594 -1.64239  -0.002
C -2.22776 0.17745 -3.67079  0.000
C -3.07259 0.81619 -4.59423  0.000
C -3.57300 0.14531 -5.70787  0.000
C -3.23078 -1.18585 -5.92626  0.000
C -2.38334 -1.83738 -5.03353  0.000
C -1.88855 -1.16066 -3.91795  0.000
C -1.09588 2.75839 -2.56266  0.000
C -1.81077 3.93346 -2.29554  0.000
C -1.34189 5.17909 -2.71504  0.000
C -0.14435 5.27267 -3.41616  0.000
C 0.59004 4.11969 -3.68300  0.000
C 0.12187 2.88245 -3.25505  0.000
H -3.62226 1.63174 1.07613  0.000
H -2.64735 2.82998 0.19670  0.000
H -1.87757 1.39692 0.86260  0.000
H -5.18267 1.54315 -0.88219  0.000
H -4.63301 1.07395 -2.50283  0.000
H -4.22403 2.66950 -1.85509  0.000
H -4.28760 -0.51281 0.06339  0.000
H -2.60668 -1.00252 -0.15030  0.000
H -3.70907 -1.01704 -1.54042  0.000
H -3.33702 1.86406 -4.44324  0.000
H -4.22797 0.65952 -6.40594  0.000
H -3.61795 -1.71178 -6.79281  0.000
H -2.10508 -2.87369 -5.20832  0.000
H -1.22134 -1.66736 -3.22498  0.000
H -2.74345 3.89326 -1.74461  0.000
H -1.91065 6.07654 -2.48592  0.000
H 0.22480 6.24030 -3.74455  0.000
H 1.53751 4.19012 -4.21319  0.000
H 0.71639 1.98984 -3.44872  0.000

Force components x, y, z for each atom (eV/Å):
V 0.4 2.5 0.2
Cl -0.1 -0.2 0.1
C 0.1 0.0 -0.1
C -0.1 0.1 0.1
C -0.1 0.4 0.0
C -0.2 -1.0 0.4
O 0.3 0.3 -0.6
C 0.0 -0.5 0.2
C -0.6 -0.5 0.4
N 0.6 0.7 -0.4
C 0.1 -0.5 -0.1
C -0.1 -0.1 0.1
C 0.1 0.0 -0.1
C -0.1 0.0 0.0
C 0.1 0.4 0.0
C 0.0 -0.5 0.1
C -0.1 -0.1 -0.1
C -0.1 0.0 0.0
N 0.5 -0.4 -0.1
C 0.4 -0.1 -0.2
C 0.1 0.1 -0.1
H 0.0 -0.1 0.0
H 0.0 0.0 -0.1
H 0.0 0.0 -0.1
H 0.0 0.0 0.0
H -0.1 0.0 0.0
H -0.1 0.1 0.0
H 0.0 0.1 0.0
H 0.0 0.0 0.0
H 0.0 0.0 0.1
H 0.0 0.0 0.0
O 0.1 -0.2 0.0
C 0.0 -0.2 -0.4
C 0.1 1.3 -0.5
O 0.1 -0.1 0.0
O -0.7 -1.4 2.1
C -0.1 -0.1 0.1
C 0.1 0.0 0.1
C -0.1 0.0 -0.1
C 0.0 0.0 -0.1
C 0.1 0.0 0.1
C -0.1 0.0 0.0
C -0.2 0.1 -0.2
C 0.2 -0.1 0.1
C -0.1 0.1 0.0
C -0.1 0.1 0.0
C 0.1 0.1 -0.1
C 0.0 -0.1 0.0
H -0.1 0.2 0.0
H -0.2 0.1 0.0
H 0.0 0.0 -0.1
H 0.0 -0.1 -0.1
H 0.1 0.0 0.0
H 0.1 0.0 0.1
H 0.0 0.0 -0.1
H -0.1 0.0 0.1
H 0.0 0.0 0.0
H 0.0 0.0 0.0
H 0.1 0.0 0.0
C -0.1 0.1 -0.2
C -0.2 0.1 0.4
C 0.0 0.0 0.0
C -0.1 0.0 -0.1
Si 0.7 -0.6 0.0
O -1.2 0.2 -0.8
C -0.2 -0.1 -0.5
C 0.1 -0.1 0.0
C 0.1 0.0 0.1
C 0.1 0.0 0.1
C 0.0 0.1 0.1
C -0.2 0.1 -0.2
C 0.2 0.5 -0.1
C 0.2 0.0 -0.1
C 0.1 -0.1 0.0
C -0.1 -0.1 0.0
C 0.0 0.0 0.0
C -0.1 0.1 0.0
H 0.1 0.0 -0.1
H -0.1 -0.2 0.0
H 0.0 -0.1 0.0
H 0.1 0.0 -0.1
H 0.0 0.1 0.2
H -0.1 -0.2 0.1
H 0.1 0.0 -0.1
H 0.1 0.1 0.1
H 0.0 0.1 0.2
H 0.1 -0.2 0.0
H 0.1 0.0 0.1
H 0.0 0.0 0.0
H 0.0 0.1 0.0
H 0.0 0.1 -0.1
H 0.1 0.0 0.0
H 0.1 -0.1 0.0
H 0.0 -0.1 0.1
H -0.1 0.0 0.1
H -0.1 0.1 0.0

- E (Ha) = -3956.58553
- 2S+1 = 2
- total charge = -1
- HOMO level (spin up / spin down) (eV) = -2.724 / -2.536
- E_LUMO (spin up / spin down) (eV) = 1.64 / 1.63
- relative energy (zero: lowest compared OMol25 entry of this formula, charge and spin) (eV) = 0.2554
- F_max (eV Å⁻¹) = 2.641
- M (g mol⁻¹) = 815.32
- ⟨S²⟩ = 0.809